DFT (wB97M-V/def2-TZVPD) results for 8 unconnected molecules or ions with the total composition C6H28O8 in a non-equilibrium geometry.

Last column: Löwdin charge in e.
Cartesian coordinates (Å):
C 1.9608 -0.0201 -2.2998  -0.17
O 1.0341 0.9123 -1.8555  -0.14
H 2.0392 -0.0596 -3.4130  0.08
H 3.0177 0.2257 -2.1374  0.08
H 1.7234 -1.0170 -1.8914  0.08
H 1.5233 1.7126 -1.6366  0.02
C 0.1875 3.6211 1.5133  -0.11
O 0.3070 2.6684 2.5664  -0.15
H -0.5584 4.3575 1.6407  0.07
H 1.1863 4.0377 1.4706  0.08
H -0.0024 2.9659 0.6866  0.06
H -0.4931 2.1298 2.6103  0.04
C -2.2049 -2.7717 -0.1942  -0.17
O -0.9471 -2.1123 -0.3988  -0.15
H -2.0199 -3.8642 -0.2642  0.09
H -2.8024 -2.4374 0.6569  0.07
H -2.8709 -2.6718 -1.0649  0.07
H -1.1761 -1.1627 -0.5799  0.06
C -2.2944 -0.1145 3.0423  -0.14
O -1.9408 1.0621 2.3391  -0.15
H -1.7568 -1.0107 2.7038  0.08
H -2.1395 0.1140 4.1312  0.10
H -3.3790 -0.2975 2.9177  0.08
H -1.8916 0.8629 1.3863  0.05
C 2.2779 0.3265 1.6671  -0.14
O 2.5786 1.6918 1.6132  -0.12
H 1.3106 0.0676 1.2523  0.07
H 3.0751 -0.1905 1.1183  0.08
H 2.2586 -0.0535 2.7458  0.11
H 2.0220 2.0770 2.2300  0.00
C -0.9023 -3.9787 -3.2263  -0.16
O 0.2801 -4.2338 -2.4534  -0.15
H -0.9581 -2.9897 -3.6942  0.08
H -0.9227 -4.6929 -4.0275  0.06
H -1.7819 -4.1986 -2.5130  0.08
H 0.4565 -3.4659 -1.8707  0.06
O 2.4338 3.0004 -0.8384  -0.01
H 3.0840 3.5642 -1.2011  0.04
H 2.8574 2.6214 -0.0767  0.02
O -1.5378 0.9277 -0.5467  -0.06
H -0.7364 1.0659 -1.0688  0.02
H -2.2975 1.3308 -1.0394  0.10

Energy above the lowest of the compared OMol25 structures with the same formula, charge and spin in eV: 3.695
Spin multiplicity: 1
SMILES: CO.CO.CO.CO.CO.CO.O.O

=====

DFT (wB97M-V/def2-TZVPD) results for a molecular structure, C7H14AgNO3S.

Last column: Löwdin charge in e.
Cartesian coordinates (Å):
Ag 0.3743 0.3825 -0.4702  0.78
C 2.3735 -1.9650 0.6899  -0.11
O 1.3179 -1.2793 1.3637  -0.24
C 0.3105 -2.1338 1.8598  -0.21
C -0.7215 -2.4991 0.8048  -0.17
O -1.3551 -1.3480 0.2556  -0.19
C -2.3306 -0.7459 1.0816  -0.19
C -2.5939 0.6411 0.5472  -0.19
O -1.3954 1.4033 0.6657  -0.28
C -1.5913 2.7738 0.3341  -0.09
H 2.9080 -2.6059 1.3969  0.09
H 3.0438 -1.2079 0.2931  0.08
H 2.0135 -2.5619 -0.1509  0.06
H -0.1589 -1.5966 2.6866  0.12
H 0.7485 -3.0505 2.2725  0.13
H -1.4691 -3.1813 1.2254  0.13
H -0.2491 -2.9961 -0.0426  0.13
H -1.9882 -0.6737 2.1182  0.13
H -3.2596 -1.3284 1.0645  0.14
H -3.3881 1.1197 1.1291  0.13
H -2.9012 0.5945 -0.5035  0.14
H -1.9111 2.8793 -0.7059  0.10
H -0.6379 3.2764 0.4739  0.09
H -2.3397 3.2191 0.9945  0.09
S 3.2178 -2.1150 -3.0057  0.47
C 2.3525 -0.8636 -2.4463  -1.05
N 1.7288 0.0491 -2.0461  -0.10

Spin multiplicity: 1

=====

DFT (wB97M-V/def2-TZVPD) results for 5 unconnected molecules or ions with the total composition C23H44N2O6 in a non-equilibrium geometry.

Last column: Löwdin charge in e.
Cartesian coordinates (Å):
C -3.4716 -2.6857 1.4143  -0.05
C -4.3945 -2.5718 0.1369  -0.39
O -5.6194 -3.3407 0.2495  -0.09
C -4.7853 -1.0922 -0.2772  -0.11
C -3.7312 0.0029 0.1024  -0.13
C -4.2402 1.1781 0.8292  -0.01
C -3.3048 2.2935 1.1964  -0.06
C -1.9110 2.1708 0.8180  -0.02
C -1.3352 0.9805 0.0935  -0.19
N 0.0304 1.0097 -0.1856  0.12
C 0.3805 -0.1513 -0.8020  -0.02
C -0.5380 -1.2701 -1.1740  -0.29
O 0.0048 -2.3896 -1.8056  0.00
N -1.8674 -1.2573 -0.9322  0.19
C -2.2702 -0.1054 -0.2592  -0.14
H -2.4286 -2.9863 1.0989  0.08
H -3.4871 -1.7919 2.0898  0.08
H -3.8533 -3.5685 2.0191  0.08
H -3.8417 -3.0335 -0.7351  0.13
H -5.8386 -3.4887 1.1864  0.08
H -5.7829 -0.8160 0.1827  0.10
H -4.9339 -1.0181 -1.3993  0.13
H -5.3229 1.2829 1.1067  0.11
H -3.6541 3.2141 1.7251  0.10
H -1.2343 3.0316 1.0814  0.10
H 1.4716 -0.2801 -1.0586  0.12
H -0.2231 -2.3280 -2.7532  0.12
C 3.2486 3.9351 0.2713  -0.06
C 3.1916 3.5786 1.7479  -0.49
C 3.8169 2.2178 2.0120  -0.06
O 1.8332 3.5688 2.1833  -0.07
H 2.6924 3.2065 -0.3270  0.08
H 2.7866 4.9089 0.0931  0.08
H 4.2801 3.9669 -0.0879  0.07
H 3.7128 4.3422 2.3303  0.14
H 3.2805 1.4307 1.4727  0.08
H 3.7601 1.9686 3.0745  0.08
H 4.8651 2.1992 1.7037  0.05
H 1.3633 2.8949 1.6731  0.06
C 3.0393 -2.9797 -2.5476  -0.06
C 4.0249 -1.8828 -2.9183  -0.50
C 5.4181 -2.4446 -3.1551  -0.07
O 4.0741 -0.9146 -1.8688  -0.07
H 3.3416 -3.4799 -1.6222  0.09
H 2.0487 -2.5591 -2.3701  0.04
H 2.9651 -3.7288 -3.3399  0.09
H 3.6796 -1.3675 -3.8177  0.14
H 5.8025 -2.9261 -2.2507  0.08
H 6.1165 -1.6439 -3.4092  0.08
H 5.4162 -3.1767 -3.9657  0.08
H 4.3785 -1.3602 -1.0683  0.09
C -10.2787 -2.3530 1.0588  -0.06
C -9.5193 -1.2469 0.3431  -0.50
C -8.7595 -1.7852 -0.8582  -0.06
O -8.6015 -0.6356 1.2506  -0.06
H -9.5912 -3.1185 1.4321  0.08
H -10.8104 -1.9543 1.9258  0.08
H -11.0024 -2.8295 0.3938  0.08
H -10.2183 -0.4723 0.0193  0.14
H -8.0205 -2.5306 -0.5491  0.07
H -8.2102 -0.9821 -1.3555  0.08
H -9.4371 -2.2448 -1.5815  0.08
H -7.9792 -1.3133 1.5426  0.07
C 7.6754 1.4193 0.5173  -0.07
C 8.1012 2.8599 0.2789  -0.50
C 9.4294 3.1633 0.9546  -0.07
O 7.0990 3.7417 0.7825  -0.07
H 7.5417 1.2246 1.5862  0.08
H 6.7154 1.2185 0.0358  0.07
H 8.4161 0.7184 0.1257  0.08
H 8.1843 3.0452 -0.7944  0.14
H 9.3550 3.0277 2.0380  0.08
H 9.7174 4.2030 0.7842  0.08
H 10.2226 2.5146 0.5760  0.08
H 7.0163 3.5870 1.7318  0.08

Energy above the lowest of the compared OMol25 structures with the same formula, charge and spin in eV: 0.000
Spin multiplicity: 1
SMILES: C[C@@H](O)Cc1cccc2ncc(O)nc12.CC(C)O.CC(C)O.CC(C)O.CC(C)O

=====

DFT (wB97M-V/def2-TZVPD) results for a gas-phase ion, C21H21F4N2 (charge +1) in a non-equilibrium geometry.

Last column: Löwdin charge in e.
Cartesian coordinates (Å):
C -2.5559 -0.4360 2.2683  0.00
N -1.1756 -0.0223 2.4795  -0.08
C -0.8760 1.3964 2.2140  -0.09
C 0.6350 1.4435 2.3593  -0.10
N 0.9845 0.0206 2.4316  -0.10
C 2.3877 -0.3479 2.5127  -0.01
C -0.0707 -0.7601 2.7502  -0.11
C 0.0534 -2.2554 3.2390  -0.02
C 0.4285 -2.7207 4.6190  -0.24
C 0.5859 -4.2758 4.9804  -0.01
C 1.6840 -5.0219 4.7104  -0.05
C 1.7550 -6.4785 4.7711  -0.21
C 2.9130 -7.1674 4.3177  0.04
C 2.9200 -8.5599 4.2963  -0.23
F 4.0426 -9.1882 3.8083  0.05
C 1.8604 -9.3393 4.7436  0.08
C 0.7530 -8.6462 5.2090  -0.23
F -0.3141 -9.3879 5.6579  0.05
C 0.6646 -7.2521 5.2434  0.04
C -0.5118 -2.1171 5.6764  -0.19
C -1.5560 -2.7943 6.3260  0.05
C -2.5368 -2.0205 6.9587  -0.22
F -3.6276 -2.6424 7.5090  0.06
C -2.4629 -0.6373 7.0669  0.08
C -1.3193 -0.0478 6.5385  -0.23
F -1.1919 1.3164 6.5392  0.05
C -0.2965 -0.7771 5.9500  0.02
H -2.7125 -1.4200 2.7291  0.09
H -3.2441 0.3000 2.7366  0.11
H -2.7928 -0.4970 1.1818  0.11
H -1.2105 1.7401 1.2092  0.14
H -1.3654 2.0692 2.9534  0.14
H 1.1395 1.9521 1.5182  0.14
H 0.9187 2.0026 3.2882  0.15
H 2.5463 -1.2893 1.9595  0.10
H 2.9901 0.4470 2.0425  0.11
H 2.7203 -0.4757 3.5676  0.11
H 0.8191 -2.6343 2.5097  0.14
H -0.9526 -2.6780 3.1336  0.13
H 1.4542 -2.3673 4.8709  0.14
H -0.0601 -4.7219 5.7681  0.10
H 2.5924 -4.5605 4.3019  0.12
H 3.7714 -6.5895 3.9908  0.12
H 1.8943 -10.4287 4.6863  0.14
H -0.2294 -6.7793 5.6321  0.11
H -1.7348 -3.8692 6.2440  0.12
H -3.2114 -0.0403 7.5703  0.14
H 0.6200 -0.3027 5.5750  0.13

Spin multiplicity: 1
Net charge: +1
SMILES: CN1CC[N+](C)=C1C[C@H](/C=C/c1cc(F)cc(F)c1)c1cc(F)cc(F)c1

=====

The M results, record by record, are as follows: 228.28 300.13 444.61 377.40 g/mol.
The calculated total energy results, record by record, are as follows: -23053.87236 -29951.52980 -39827.75236 -35959.91414 eV.
The highest occupied orbital energy results, record by record, are as follows: -9.96 -7.50 -8.68 -11.25 eV.